Entry 1:
Molecular formula: C5H12N2
Method: DFT, ωB97M-V/def2-TZVPD

ORCA input file:
```
! RIJCOSX wB97M-V def2-TZVPD def2/J DEFGRID3
* xyz 0 1
C 2.603 0.834 -0.583
C 1.555 0.313 0.226
C 0.247 0.105 -0.665
C -0.955 -0.188 0.218
N -0.845 -0.837 1.553
C -2.086 -0.220 -0.538
N -3.374 -0.325 0.017
H 2.534 1.946 -0.623
H 3.681 0.608 -0.189
H 2.754 0.394 -1.592
H 1.924 -0.635 0.629
H 1.287 1.102 1.045
H 0.354 -0.634 -1.458
H 0.151 1.060 -1.250
H -1.370 -1.668 1.676
H 0.149 -0.925 1.811
H -2.065 -0.198 -1.626
H -3.385 0.404 0.738
H -3.156 -1.135 0.611
*
```

HOMO = -0.293 hartree
relative energy (zero: lowest compared OMol25 entry of this formula, charge and spin) = 249.00 kJ/mol
orbital gap = 8.804 eV
structure (SMILES) = CCC/C(N)=C/N
M = 100.16 g/mol
maximum force = 5.6 eV Å⁻¹



Entry 2:
Molecular formula: C4H5N3
Method: DFT, ωB97M-V/def2-TZVPD

ORCA input file:
```
! RIJCOSX wB97M-V def2-TZVPD def2/J DEFGRID3
* xyz 0 1
C -1.718 0.060 0.148
N -0.478 -0.547 -0.366
C 0.805 -0.323 0.250
C 1.830 -0.764 -0.725
N 2.627 -1.123 -1.479
C 1.105 1.079 0.660
N 1.320 2.166 1.001
H -2.567 -0.500 -0.166
H -1.892 1.020 -0.341
H -1.660 0.237 1.237
H -0.369 -0.345 -1.350
H 0.997 -0.958 1.130
*
```

HOMO = -0.377 hartree
relative energy (zero: lowest compared OMol25 entry of this formula, charge and spin) = 208.38 kJ/mol
orbital gap = 10.822 eV
structure (SMILES) = CNC(C#N)C#N
M = 95.10 g/mol
maximum force = 1.7 eV Å⁻¹



Entry 3:
Molecular formula: C4H3BrF2N2
Method: DFT, ωB97M-V/def2-TZVPD

ORCA input file:
```
! RIJCOSX wB97M-V def2-TZVPD def2/J DEFGRID3
* xyz 0 1
C -0.246 0.556 0.688
C 0.966 1.274 0.091
C -0.230 -0.644 -0.242
C -0.914 -1.734 0.202
N 0.633 -0.499 -1.247
N 1.288 0.610 -0.991
F -1.778 -1.913 1.227
F -0.831 -2.886 -0.517
Br -1.782 1.721 0.378
H -0.339 0.447 1.855
H 1.282 2.202 0.342
H 1.951 0.866 -1.784
*
```

HOMO (alpha / beta) = -0.280 / -0.280 hartree
relative energy (zero: lowest compared OMol25 entry of this formula, charge and spin) = 252.27 kJ/mol
orbital gap (alpha / beta) = 7.357 / 7.355 eV
M = 196.98 g/mol
maximum force = 5.1 eV Å⁻¹



Repeat the first record exactly.
Molecular formula: C5H12N2
Method: DFT, ωB97M-V/def2-TZVPD

ORCA input file:
```
! RIJCOSX wB97M-V def2-TZVPD def2/J DEFGRID3
* xyz 0 1
C 2.603 0.834 -0.583
C 1.555 0.313 0.226
C 0.247 0.105 -0.665
C -0.955 -0.188 0.218
N -0.845 -0.837 1.553
C -2.086 -0.220 -0.538
N -3.374 -0.325 0.017
H 2.534 1.946 -0.623
H 3.681 0.608 -0.189
H 2.754 0.394 -1.592
H 1.924 -0.635 0.629
H 1.287 1.102 1.045
H 0.354 -0.634 -1.458
H 0.151 1.060 -1.250
H -1.370 -1.668 1.676
H 0.149 -0.925 1.811
H -2.065 -0.198 -1.626
H -3.385 0.404 0.738
H -3.156 -1.135 0.611
*
```

HOMO = -0.293 hartree
relative energy (zero: lowest compared OMol25 entry of this formula, charge and spin) = 249.00 kJ/mol
orbital gap = 8.804 eV
structure (SMILES) = CCC/C(N)=C/N
M = 100.16 g/mol
maximum force = 5.6 eV Å⁻¹